(1)
The following is a DFT calculation (the ωB97M-V functional and the def2-TZVPD basis) of 2 unconnected molecules or ions with the total composition C3H4NO in a non-equilibrium geometry.

Last column: Löwdin charge in e.
Element x y z (Å)
C -1.534 1.311 0.083  -0.017
C -0.882 0.292 0.218  -0.396
C -0.221 -0.888 0.443  -0.177
N 2.021 -0.102 -0.440  -0.124
O 2.612 0.710 0.352  -0.284
H -1.821 2.293 -0.170  -0.050
H -0.296 -1.711 -0.249  0.011
H 0.185 -1.085 1.421  0.017
H 1.441 0.433 -1.139  0.020

Output
- ΔE to the lowest compared entry with this formula, charge and spin (kJ/mol) = 236.5
- electronic energy (Ha) = -246.5268
- F_max (eV Å⁻¹) = 2.26
- highest occupied orbital energy (spin up / spin down) (Ha) = -0.072 / -0.059
- charge = -1

---

(2)
The following is a DFT calculation (the ωB97M-V functional and the def2-TZVPD basis) of a single C21H24N4O4 molecule.

Last column: Löwdin charge in e.
Element x y z (Å)
C 4.585 0.604 -0.061  -0.089
N 3.493 0.396 0.864  -0.224
C 3.942 -0.234 2.086  -0.095
C 2.306 -0.220 0.288  -0.235
C 2.530 -1.622 -0.334  -0.110
N 1.286 -2.206 -0.771  0.086
C 0.610 -3.088 -0.009  -0.468
O 1.036 -3.575 1.015  0.073
C -0.767 -3.459 -0.590  -0.006
N -1.721 -2.392 -0.377  0.087
C -2.846 -2.545 0.463  -0.480
O -3.127 -3.541 1.068  0.117
N -3.535 -1.381 0.384  0.185
C -2.814 -0.355 -0.337  -0.285
C -3.637 0.453 -1.357  -0.061
C -3.835 1.857 -0.760  -0.103
C -2.815 1.940 0.336  -0.181
C -2.433 3.036 1.085  -0.030
C -1.481 2.869 2.080  -0.072
C -0.930 1.623 2.336  -0.070
C -1.313 0.519 1.591  -0.012
C -2.245 0.698 0.588  -0.110
C -1.693 -1.170 -0.966  -0.338
O -0.920 -0.801 -1.822  0.113
C 1.674 0.702 -0.713  -0.250
C 1.791 0.819 -2.069  -0.039
C 0.931 1.877 -2.452  -0.052
C 0.359 2.322 -1.304  -0.114
O 0.801 1.619 -0.250  0.048
H 5.121 -0.322 -0.316  0.087
H 4.204 1.060 -0.972  0.079
H 5.296 1.291 0.399  0.087
H 3.098 -0.364 2.761  0.087
H 4.669 0.423 2.564  0.085
H 4.418 -1.212 1.926  0.085
H 1.591 -0.329 1.113  0.145
H 2.953 -2.291 0.419  0.121
H 3.206 -1.553 -1.188  0.123
H 0.791 -1.716 -1.509  0.106
H -1.152 -4.334 -0.062  0.135
H -0.677 -3.663 -1.661  0.139
H -4.279 -1.169 1.027  0.171
H -3.053 0.518 -2.276  0.121
H -4.578 -0.048 -1.577  0.122
H -4.838 1.976 -0.342  0.121
H -3.694 2.637 -1.508  0.119
H -2.867 4.007 0.897  0.114
H -1.166 3.720 2.665  0.105
H -0.193 1.512 3.116  0.108
H -0.893 -0.457 1.789  0.122
H 2.399 0.229 -2.724  0.116
H 0.766 2.242 -3.444  0.101
H -0.354 3.098 -1.107  0.118

Output
- ΔE to the lowest compared entry with this formula, charge and spin (kJ/mol) = 102.4
- electronic energy (Ha) = -1334.6785
- F_max (eV Å⁻¹) = 0.86
- highest occupied orbital energy (Ha) = -0.306

---

(3)
The following is a DFT calculation (the ωB97M-V functional and the def2-TZVPD basis) of a single C4H8N2O2 molecule in a non-equilibrium geometry.

Last column: Löwdin charge in e.
Element x y z (Å)
C 0.379 -0.575 0.941  0.017
C -0.134 -0.173 -0.509  -0.485
C 0.983 -0.109 -1.485  -0.038
N -1.219 -0.969 -1.019  0.026
O -1.888 -1.552 -0.170  -0.019
C -0.832 1.264 -0.258  -0.496
N -2.090 1.198 0.173  0.220
O -0.179 2.264 -0.369  0.088
H 1.316 -1.123 0.836  0.079
H -0.487 -1.157 1.187  0.051
H 0.462 0.393 1.455  0.096
H 1.052 0.932 -1.712  0.057
H 0.610 -0.550 -2.482  0.115
H 1.986 -0.441 -1.059  0.108
H -2.610 0.365 0.065  0.079
H -2.506 2.072 0.180  0.102

Output
- ΔE to the lowest compared entry with this formula, charge and spin (kJ/mol) = 372.9
- electronic energy (Ha) = -417.1139
- F_max (eV Å⁻¹) = 2.48
- highest occupied orbital energy (Ha) = -0.354

---

(4)
The following is a DFT calculation (the ωB97M-V functional and the def2-TZVPD basis) of a single C2H3ClO2S molecule in a non-equilibrium geometry.

Last column: Löwdin charge in e.
Element x y z (Å)
O -2.015 0.257 0.228  0.089
C -1.076 -0.191 -0.266  -0.870
Cl -0.979 0.003 -2.100  0.581
C 0.094 -0.883 0.214  -0.376
S 0.987 0.337 1.441  0.889
O 1.568 1.332 0.102  -0.434
H -0.095 -1.657 0.912  0.071
H 0.737 -1.065 -0.630  0.059
H 0.779 1.868 0.099  -0.009

Output
- ΔE to the lowest compared entry with this formula, charge and spin (kJ/mol) = 75.7
- electronic energy (Ha) = -1086.8219
- F_max (eV Å⁻¹) = 3.23
- highest occupied orbital energy (Ha) = -0.369

---

(5)
The following is a DFT calculation (the ωB97M-V functional and the def2-TZVPD basis) of a molecular structure, CH16Ni2O11 in a non-equilibrium geometry.

Last column: Löwdin charge in e.
Element x y z (Å)
Ni -2.317 -0.678 1.397  1.178
Ni 1.470 0.865 2.229  1.181
C -0.166 0.108 0.508  -0.750
O 1.070 0.345 0.314  0.015
O -1.073 -0.441 -0.202  -0.052
O -0.584 0.388 1.716  -0.117
O -0.717 -3.036 -1.193  -0.037
H -0.654 -3.277 -2.125  0.076
H -0.617 -2.081 -1.149  -0.012
O -0.133 0.991 -2.765  -0.015
H -0.462 0.398 -2.084  -0.018
H 0.054 1.832 -2.336  0.046
O -3.145 -0.627 -2.224  -0.038
H -2.329 -0.632 -1.722  -0.045
H -2.988 -0.041 -2.976  0.062
O -1.266 3.498 2.192  -0.019
H -1.699 4.012 2.887  0.094
H -1.778 2.687 2.142  0.034
O 1.370 2.811 1.858  -0.009
H 0.436 3.084 1.687  0.060
H 1.937 3.379 1.313  0.135
O 3.413 0.451 -1.530  -0.047
H 3.561 1.335 -1.883  0.044
H 2.522 0.450 -1.167  -0.031
O 2.914 -2.201 -0.174  -0.037
H 2.098 -2.094 0.321  -0.011
H 2.957 -3.149 -0.348  0.059
O -1.398 -2.433 1.677  0.004
H -0.912 -2.693 2.472  0.124
H -1.566 -3.249 1.165  0.126

Output
- ΔE to the lowest compared entry with this formula, charge and spin (kJ/mol) = 300.0
- electronic energy (Ha) = -3891.2635
- F_max (eV Å⁻¹) = 2.18
- highest occupied orbital energy (spin up / spin down) (Ha) = -0.586 / -0.586
- charge = +2
- multiplicity = 5
- expectation value of S² = 6.01

---

(6)
The following is a DFT calculation (the ωB97M-V functional and the def2-TZVPD basis) of a gas-phase ion, C3H8NS (charge -1) in a non-equilibrium geometry.

Last column: Löwdin charge in e.
Element x y z (Å)
C -2.026 1.197 -0.573  -0.164
N -0.923 0.795 0.454  -0.202
C 0.488 1.139 -0.004  -0.366
C 1.322 -0.064 -0.291  -0.774
S 0.634 -1.669 0.349  0.114
H -1.891 2.320 -0.743  0.055
H -1.773 0.564 -1.504  0.081
H -3.082 1.267 -0.219  0.044
H -1.026 -0.237 0.717  -0.029
H 1.047 1.749 0.732  0.079
H 0.471 1.669 -1.062  0.117
H 1.467 -0.114 -1.320  -0.018
H 2.406 0.288 -0.157  0.065

Output
- ΔE to the lowest compared entry with this formula, charge and spin (kJ/mol) = 196.2
- electronic energy (Ha) = -572.0035
- F_max (eV Å⁻¹) = 2.80
- highest occupied orbital energy (Ha) = -0.088
- charge = -1

---

- What is the F_max in the third record?
  2.48 eV Å⁻¹